(1)
Computed, not measured: a cluster of 11 separate species, C34H70N2O23S4 in total at a distorted geometry, with ωB97M-V/def2-TZVPD.

Geometry (Å):
C -27.847 3.974 7.182
C -27.284 2.614 6.900
O -27.415 2.089 5.802
N -26.668 2.072 7.920
C -25.996 0.787 7.933
H -28.761 4.025 6.590
H -27.111 4.705 6.849
H -28.114 4.047 8.236
H -26.454 2.634 8.731
H -26.723 -0.001 7.738
H -25.609 0.656 8.944
H -25.200 0.757 7.189
C -21.264 2.987 13.474
C -21.142 2.450 12.056
O -20.719 1.359 11.933
N -21.488 3.258 11.050
C -21.530 2.803 9.616
H -22.251 2.740 13.864
H -21.100 4.065 13.496
H -20.511 2.513 14.105
H -21.886 4.177 11.181
H -21.495 3.697 8.993
H -22.564 2.467 9.535
H -20.801 2.056 9.300
C -25.230 9.709 8.400
C -25.329 9.677 9.940
O -24.570 10.856 10.232
S -23.203 10.960 9.281
O -22.223 9.971 9.748
O -22.681 12.341 9.080
O -24.056 10.395 7.961
H -25.941 10.483 8.111
H -25.440 8.778 7.872
H -24.852 8.768 10.306
H -26.337 9.738 10.350
C -16.597 7.661 3.523
C -17.025 8.511 2.271
O -18.465 8.806 2.374
S -19.164 7.880 3.555
O -19.593 6.556 3.018
O -20.163 8.663 4.230
O -17.724 7.856 4.405
H -15.695 8.109 3.939
H -16.463 6.586 3.403
H -16.792 8.022 1.325
H -16.513 9.472 2.222
C -22.862 7.625 14.879
C -24.032 8.038 14.086
O -23.500 8.107 12.825
S -22.585 6.809 12.404
O -21.389 7.029 11.598
O -23.578 5.807 11.969
O -22.225 6.635 14.040
H -23.073 7.233 15.874
H -22.107 8.373 15.120
H -24.390 8.965 14.532
H -24.791 7.256 14.094
C -22.330 7.514 7.227
C -21.673 6.868 8.428
O -22.679 6.157 9.115
S -23.773 5.590 7.993
O -25.084 6.033 8.382
O -23.530 4.162 7.685
O -23.200 6.548 6.798
H -21.571 7.764 6.486
H -22.933 8.379 7.499
H -21.131 7.545 9.089
H -20.997 6.112 8.028
C -18.657 9.008 8.495
C -18.227 7.904 9.423
C -16.857 8.380 9.802
O -16.344 8.723 8.514
C -17.398 9.267 7.690
H -18.913 9.905 9.059
H -19.470 8.796 7.800
H -18.129 6.928 8.947
H -18.896 7.870 10.283
H -16.210 7.640 10.272
H -16.800 9.270 10.428
H -17.384 8.867 6.676
H -17.218 10.342 7.696
C -29.072 9.652 7.147
C -28.994 8.325 6.452
C -28.335 7.395 7.496
O -28.188 8.222 8.681
C -29.003 9.339 8.640
H -30.029 10.135 6.950
H -28.222 10.304 6.944
H -28.514 8.284 5.475
H -30.014 7.966 6.318
H -27.375 7.067 7.098
H -28.991 6.562 7.748
H -28.545 10.132 9.232
H -29.962 9.106 9.102
C -18.990 5.012 6.336
C -20.014 3.871 6.261
C -19.642 3.348 4.932
O -18.208 3.327 4.862
C -17.730 4.361 5.687
H -18.811 5.350 7.357
H -19.291 5.890 5.765
H -21.051 4.206 6.290
H -19.887 3.143 7.062
H -20.159 3.945 4.180
H -19.940 2.317 4.743
H -17.025 5.051 5.223
H -17.156 3.896 6.489
C -24.522 6.256 3.976
C -25.313 5.959 2.697
C -24.469 6.634 1.622
O -23.130 6.250 2.139
C -23.035 6.207 3.587
H -24.732 5.609 4.827
H -24.727 7.265 4.334
H -26.336 6.310 2.831
H -25.302 4.903 2.430
H -24.372 7.714 1.734
H -24.523 6.259 0.600
H -22.477 7.102 3.861
H -22.568 5.272 3.897
C -28.856 6.135 12.549
C -28.381 5.922 11.142
C -26.936 6.217 11.134
O -26.598 6.671 12.496
C -27.769 7.041 13.151
H -28.909 5.177 13.066
H -29.836 6.611 12.592
H -28.901 6.723 10.616
H -28.507 4.924 10.724
H -26.713 6.887 10.304
H -26.363 5.303 10.976
H -27.936 8.108 13.004
H -27.645 6.857 14.218

Forces on the atoms, in the same order (eV/Å):
C -0.475 -0.274 -0.194
C -0.787 0.532 -1.540
O 0.201 -0.215 0.043
N 1.438 -0.832 2.160
C -0.347 -0.023 -0.142
H 0.097 0.351 -0.029
H -0.213 0.233 0.255
H 0.208 0.472 -0.020
H -0.372 0.150 -0.285
H 0.160 -0.070 -0.120
H 0.169 -0.143 -0.209
H 0.030 -0.144 0.081
C -0.067 0.637 -0.230
C -0.464 2.326 2.166
O 1.167 -3.628 -1.304
N 0.370 0.499 -2.318
C -1.196 0.842 1.441
H -0.022 0.139 0.043
H -0.220 0.101 0.199
H -0.095 -0.064 -0.205
H 0.061 -0.245 0.405
H 0.399 -0.108 0.050
H 0.185 -0.656 -0.712
H -0.060 0.114 0.545
C -2.373 1.338 -0.151
C 1.572 -0.644 -1.400
O 1.702 1.103 0.372
S 0.913 0.621 0.488
O -2.023 1.340 -1.093
O -2.470 -3.960 0.430
O 2.539 0.088 1.293
H -0.862 -0.596 -0.226
H 0.509 -0.022 0.148
H 0.179 0.133 0.469
H 0.172 0.347 -0.274
C -1.036 0.783 -0.767
C 0.046 -0.313 -0.180
O -0.243 -1.512 0.903
S 1.489 -0.803 -1.908
O 1.452 3.154 1.506
O 1.083 -0.727 -0.207
O -1.995 -0.522 0.232
H -0.338 -0.091 0.441
H 0.000 0.153 -0.505
H -0.422 -0.264 0.087
H -0.245 0.030 0.408
C 1.503 -0.759 1.013
C -0.545 -0.744 1.916
O 1.221 1.290 -4.350
S -2.276 -0.547 2.287
O -2.317 0.155 1.797
O 2.702 1.583 0.759
O 0.765 -1.231 -1.668
H -0.345 -0.755 -0.336
H -0.130 0.528 -0.662
H -0.235 0.315 -0.980
H -0.290 0.143 0.150
C 0.977 1.843 1.818
C 1.388 -0.056 -0.575
O -2.216 -0.834 -0.890
S 1.387 -1.225 1.020
O 1.014 -0.457 -0.557
O -0.663 3.747 0.317
O -2.103 -3.019 -1.329
H -0.231 -0.099 -0.240
H 0.410 0.324 0.000
H -0.419 -0.083 0.101
H 0.483 0.047 0.089
C -0.371 0.098 -1.067
C -0.862 0.076 1.345
C 0.633 0.143 -0.760
O 0.868 -0.319 -0.796
C 0.821 0.811 1.422
H -0.160 -0.120 0.080
H -0.306 -0.195 0.224
H -0.184 -0.002 -0.029
H -0.080 -0.425 0.062
H -0.013 -0.156 -0.283
H -0.532 0.129 0.266
H 0.144 -0.199 0.197
H -0.024 0.158 -0.667
C -0.476 1.295 0.545
C -0.755 -1.147 0.346
C -0.440 1.207 0.069
O 1.842 -1.795 0.095
C -0.385 0.017 -0.571
H 0.298 0.415 -0.351
H -0.165 0.119 -0.396
H 0.126 0.287 0.140
H -0.051 0.004 -0.281
H 0.196 -0.180 0.703
H 0.253 -0.198 -0.083
H 0.055 0.093 -0.060
H -0.399 0.064 -0.136
C 0.625 0.077 0.290
C 0.084 0.780 0.663
C 0.057 -1.911 -0.943
O -0.874 0.498 -0.755
C -0.224 0.184 1.746
H 0.188 -0.026 -0.014
H -0.257 -0.036 -0.143
H -0.078 0.085 0.037
H 0.209 0.023 -0.019
H 0.526 0.413 -0.540
H -0.115 -0.057 0.095
H -0.358 0.132 -0.526
H 0.166 -0.111 0.137
C 0.337 0.391 0.815
C 0.013 0.047 0.232
C 0.879 -1.053 1.567
O 1.099 0.155 -0.582
C -2.688 -0.221 -0.853
H -0.074 -0.190 -0.301
H -0.256 0.093 -0.070
H 0.079 0.008 -0.493
H -0.303 -0.115 0.326
H -0.350 0.463 -0.330
H 0.075 0.317 0.102
H 0.652 -0.018 0.017
H 0.659 0.057 -0.361
C -0.229 -0.215 1.147
C -1.224 0.623 -0.597
C 1.446 -0.358 0.988
O 1.005 -0.169 -1.595
C -0.587 -0.438 0.121
H 0.038 0.145 0.366
H -0.046 -0.167 0.022
H -0.008 -0.511 -0.910
H -0.738 0.191 0.004
H 0.442 0.545 0.461
H 0.287 0.111 0.067
H -0.443 0.214 -0.066
H 0.058 0.065 0.056

Calculated values
Expectation value of S²   0.7542
Highest occupied orbital energy (alpha / beta)   -10.58 / -10.58 eV
HOMO-LUMO gap (alpha / beta)   7.9 / 2.2 eV
LUMO energy (alpha / beta)   -2.65 / -8.39 eV
Charge   +1
2S+1   2

(2)
Computed, not measured: a structure of composition C49H38N5O5P2RuS2, with ωB97M-V/def2-TZVPD.

Geometry (Å):
Ru -0.245 -0.095 -0.176
O 3.279 -0.975 0.342
C 3.908 0.127 0.897
C 5.245 0.426 0.710
C 5.769 1.547 1.341
C 4.974 2.340 2.156
C 3.641 2.011 2.353
C 3.092 0.904 1.714
P 1.425 0.237 1.969
C 0.650 1.367 3.154
C 0.136 0.942 4.376
C -0.449 1.857 5.242
C -0.525 3.196 4.896
C -0.028 3.625 3.670
C 0.548 2.715 2.800
C 1.797 -1.295 2.865
C 1.596 -2.519 2.239
C 1.957 -3.700 2.869
C 2.536 -3.659 4.129
C 2.769 -2.437 4.749
C 2.410 -1.258 4.118
C 3.794 -1.469 -0.844
C 4.796 -2.421 -0.813
C 5.327 -2.874 -2.012
C 4.858 -2.368 -3.218
C 3.824 -1.445 -3.233
C 3.260 -0.993 -2.037
P 1.813 0.117 -2.016
C 2.427 1.822 -2.024
C 3.780 2.103 -1.862
C 4.218 3.417 -1.781
C 3.313 4.463 -1.878
C 1.964 4.192 -2.070
C 1.522 2.881 -2.136
C 1.100 -0.199 -3.666
C 0.808 0.802 -4.586
C 0.236 0.479 -5.812
C -0.028 -0.844 -6.135
C 0.286 -1.851 -5.230
C 0.839 -1.530 -4.002
H 5.872 -0.196 0.086
H 6.815 1.789 1.203
H 5.394 3.203 2.654
H 3.034 2.613 3.015
H 0.191 -0.100 4.660
H -0.833 1.521 6.197
H -0.966 3.909 5.580
H -0.084 4.671 3.396
H 0.936 3.059 1.845
H 1.182 -2.549 1.240
H 1.801 -4.649 2.373
H 2.822 -4.577 4.624
H 3.240 -2.403 5.723
H 2.619 -0.309 4.598
H 5.157 -2.781 0.141
H 6.115 -3.615 -2.006
H 5.289 -2.702 -4.152
H 3.451 -1.080 -4.180
H 4.501 1.301 -1.813
H 5.273 3.621 -1.655
H 3.657 5.487 -1.822
H 1.259 5.006 -2.185
H 0.476 2.676 -2.332
H 1.041 1.836 -4.371
H 0.019 1.265 -6.523
H -0.461 -1.091 -7.096
H 0.102 -2.887 -5.482
H 1.083 -2.322 -3.303
N -1.380 3.445 -0.273
C -1.929 2.673 0.681
N -1.620 1.404 0.887
C -2.295 0.915 2.009
C -3.094 1.803 2.626
S -3.066 3.314 1.800
C -2.127 -0.496 2.339
C -2.625 -1.164 3.397
S -2.344 -2.857 3.220
C -1.572 -2.565 1.706
N -1.473 -1.284 1.398
N -1.098 -3.556 0.933
H -0.933 2.989 -1.050
H -1.730 4.376 -0.419
H -3.728 1.652 3.483
H -3.167 -0.779 4.244
H -1.310 -4.512 1.160
H -0.877 -3.311 -0.024
O -1.195 1.031 -1.867
C -1.876 0.564 -2.801
C -2.183 -0.802 -3.058
C -3.000 -1.042 -4.179
C -3.307 -2.321 -4.535
C -2.821 -3.410 -3.809
C -2.008 -3.198 -2.725
C -1.656 -1.896 -2.314
O -0.822 -1.758 -1.315
N -4.149 -2.556 -5.719
O -4.406 -3.707 -5.990
O -4.521 -1.580 -6.335
H -2.295 1.283 -3.514
H -3.385 -0.219 -4.768
H -3.088 -4.410 -4.124
H -1.601 -4.038 -2.178

Forces on the atoms, in the same order (eV/Å):
Ru -0.037 -0.096 0.118
O 0.096 0.065 -0.041
C -0.044 -0.065 -0.045
C 0.036 0.050 -0.018
C -0.025 -0.001 0.013
C 0.005 -0.014 -0.018
C 0.027 0.020 0.002
C 0.006 -0.006 -0.031
P -0.065 -0.036 -0.009
C 0.041 0.040 0.009
C -0.016 0.017 0.006
C 0.004 -0.025 -0.005
C -0.002 0.022 -0.013
C -0.015 0.020 -0.005
C -0.013 -0.011 0.013
C -0.030 -0.062 -0.023
C -0.015 0.032 0.061
C 0.008 -0.007 -0.004
C 0.000 -0.004 0.011
C 0.000 0.001 0.013
C 0.012 0.024 -0.009
C -0.032 0.057 0.045
C 0.033 -0.014 -0.050
C -0.010 0.004 0.015
C -0.003 0.006 -0.008
C 0.056 0.005 -0.012
C -0.042 0.048 0.053
P 0.015 -0.052 -0.121
C 0.066 -0.015 0.009
C 0.010 0.037 -0.027
C -0.001 -0.004 -0.003
C 0.008 -0.008 0.001
C -0.033 0.018 -0.012
C 0.001 0.024 0.021
C 0.047 -0.096 0.055
C -0.022 0.048 -0.004
C -0.004 0.018 0.004
C 0.011 -0.024 0.008
C -0.015 0.023 -0.023
C -0.061 0.009 0.003
H -0.016 0.012 0.008
H -0.008 0.005 0.002
H 0.001 -0.006 -0.001
H 0.016 -0.003 0.003
H -0.003 0.001 0.001
H 0.001 0.000 -0.003
H 0.004 -0.002 -0.006
H 0.001 -0.007 0.005
H -0.024 0.000 0.004
H -0.005 -0.015 -0.029
H -0.002 0.004 -0.004
H -0.004 0.003 -0.003
H 0.001 -0.003 -0.007
H 0.000 -0.002 0.001
H -0.003 0.001 -0.003
H 0.000 0.008 0.004
H -0.002 -0.003 0.005
H 0.015 -0.008 0.016
H 0.019 -0.055 0.027
H -0.005 0.005 0.000
H -0.002 -0.006 -0.001
H 0.013 0.001 0.012
H 0.060 -0.021 0.030
H 0.008 -0.014 -0.010
H 0.003 -0.004 -0.003
H -0.002 -0.004 0.001
H 0.000 0.003 -0.005
H -0.015 -0.010 0.000
N 0.057 0.032 0.001
C 0.009 -0.051 0.025
N -0.075 0.056 -0.004
C 0.074 -0.012 -0.014
C -0.055 -0.008 0.017
S 0.034 0.035 0.060
C -0.017 0.006 -0.043
C 0.003 0.002 0.025
S -0.005 -0.023 -0.016
C 0.047 -0.013 0.051
N -0.042 0.015 0.007
N -0.022 0.039 -0.037
H -0.058 -0.024 -0.024
H -0.017 -0.001 0.007
H 0.001 0.000 -0.014
H 0.002 0.001 -0.007
H -0.002 0.006 -0.009
H 0.003 -0.011 0.017
O -0.009 -0.037 -0.039
C 0.001 -0.005 0.003
C -0.016 0.025 0.014
C -0.007 0.018 0.003
C 0.008 -0.022 0.001
C -0.018 -0.003 0.004
C -0.007 -0.014 0.044
C 0.120 -0.059 -0.122
O -0.056 0.090 0.013
N -0.039 -0.002 0.024
O 0.017 -0.030 -0.005
O 0.015 0.030 -0.015
H -0.001 0.020 0.014
H 0.003 0.005 0.005
H 0.006 -0.001 -0.007
H -0.004 0.002 -0.005

Calculated values
Expectation value of S²   8.7602
Highest occupied orbital energy (alpha / beta)   -12.65 / -13.00 eV
HOMO-LUMO gap (alpha / beta)   7.2 / 5.9 eV
LUMO energy (alpha / beta)   -5.49 / -7.13 eV
Charge   +2
2S+1   6